--- w ---
The following is a DFT calculation (ωB97M-V/def2-TZVPD) of C8H12O as an isolated structure.

The geometry in XYZ format:
```
21
C8H12O, DFT ωB97M-V/def2-TZVPD
C -1.45619 0.55448 -0.01140
C -0.01223 0.04601 -0.60260
C 0.83376 1.23578 -0.40182
C 0.79852 1.19132 1.08089
C 0.46514 -0.21805 1.38920
C -0.27151 -1.88433 0.47523
C -0.36945 -0.91491 -1.68893
C 0.82690 -0.97720 0.19345
H -1.88638 1.29949 -0.66534
H -2.19104 -0.16525 0.08281
H -1.50383 1.10632 0.96630
H 0.19927 2.16909 -0.73750
H 1.78334 1.23502 -1.05466
H 1.73127 1.36918 1.57006
H 0.23019 2.12595 1.44709
H 1.00772 -0.41594 2.46733
H -0.33762 -2.66026 1.22326
H 0.42377 -1.35038 -2.27276
H -1.12595 -0.62236 -2.40605
H 1.81166 -1.26566 -0.31637
O -0.95733 -1.85830 -0.73819
```

The multiplicity is 1. The frontier orbital gap is 8.27 eV. For the HOMO energy, the calculation gives -7.36 eV.

--- x ---
The following is a DFT calculation (ωB97M-V/def2-TZVPD) of an isolated molecule of C8H12O.

The geometry in XYZ format:
```
21
C8H12O, DFT ωB97M-V/def2-TZVPD
C 1.31977 0.08177 -0.04713
C 1.09219 1.46652 -0.50300
C -0.49909 1.43457 0.07189
C -0.85365 -0.11233 -0.16626
C -1.78312 -0.59905 0.80112
C -2.34479 -0.41820 -0.59268
C 0.41331 -0.77286 -0.80736
C 1.87934 -1.34888 -0.41734
H 1.74794 -0.30097 1.57566
H 1.63347 2.37315 0.10925
H 0.71271 1.95148 -1.68670
H -1.04566 2.38642 -0.37583
H -0.35149 1.52590 1.26048
H -1.90176 -1.62930 1.21312
H -2.16190 0.26683 1.20364
H -2.84377 -1.17283 -1.25460
H -3.11133 0.51115 -0.59079
H 0.28630 -0.60604 -1.96650
H 2.72474 -1.65812 -1.02998
H 1.61714 -1.59897 0.85140
O 0.91872 -0.05474 1.33193
```

The multiplicity is 1. The SMILES is O[C@]12CCC3(CC3)[C@@H]1C2. The frontier orbital gap is 9.57 eV. For the HOMO energy, the calculation gives -8.71 eV.

Which of them is most stable? Easy: w.

--- w ---
The following is a DFT calculation (ωB97M-V/def2-TZVPD) of a 2-piece molecular cluster, C5H7IN2 overall.

The geometry in XYZ format:
```
15
C5H7IN2, DFT ωB97M-V/def2-TZVPD
C -2.03644 -1.35968 -0.41466
C -2.42086 -0.10935 0.21562
C -0.67185 -1.49018 -0.30394
C 1.02814 0.10209 0.72075
C 1.94809 1.38637 -0.62863
N -1.35542 0.54624 0.65095
N -0.35013 -0.30203 0.43052
I 3.75996 1.90420 0.23840
H -2.77081 -1.97986 -0.81028
H -3.39984 0.33794 0.06855
H 0.06559 -2.23093 -0.54784
H 0.94494 0.77445 1.67615
H 1.83497 -0.63471 0.95983
H 1.24641 2.21096 -0.63650
H 2.17724 0.84449 -1.61893
```

The multiplicity is 1. The frontier orbital gap is 9.15 eV. For the HOMO energy, the calculation gives -8.65 eV.

--- x ---
The following is a DFT calculation (ωB97M-V/def2-TZVPD) of an isolated molecule of C5H7IN2.

The geometry in XYZ format:
```
15
C5H7IN2, DFT ωB97M-V/def2-TZVPD
C 0.35484 0.25706 0.24185
C 0.45625 -1.14413 0.05674
C -0.73941 1.01422 -0.13774
C 1.45078 -2.07467 0.50749
C -0.81716 2.48705 -0.20965
N -0.44391 -1.63806 -0.73850
N -1.50124 -1.35850 -1.16203
I -2.71301 0.26342 0.01085
H 1.17462 0.71275 0.63971
H 0.94993 -3.05958 0.55814
H 2.05582 -1.77398 1.41042
H 2.30986 -2.29869 -0.28138
H 0.12603 2.82598 -0.78938
H -0.90441 3.05606 0.77371
H -1.75901 2.73109 -0.88022
```

The multiplicity is 1. The frontier orbital gap is 7.26 eV. For the HOMO energy, the calculation gives -7.37 eV.

Which of them is most stable? Easy: w.

--- w ---
The following is a DFT calculation (ωB97M-V/def2-TZVPD) of a 2-piece molecular cluster, C4H11N2S overall.

The geometry in XYZ format:
```
18
C4H11N2S, DFT ωB97M-V/def2-TZVPD
C -0.55987 -0.55645 0.68124
C 0.53133 -0.77073 -0.34993
C -3.48304 1.32770 -0.14739
C 2.85590 0.48970 -0.09267
N -2.71994 0.34899 -0.36614
N 2.00384 -0.68260 0.02635
S -0.25612 -2.30148 0.35484
H -0.46258 0.17592 1.57221
H 0.20460 -0.36163 -1.38021
H -3.02231 -0.50392 -0.73572
H -3.13356 2.30494 0.28639
H -4.60895 1.04222 -0.37900
H 3.12295 0.75090 -1.09195
H 2.69517 1.39471 0.54308
H 3.77412 0.07749 0.40416
H -1.50161 -0.36550 0.14585
H 2.08356 -0.87135 1.06994
H 2.47653 -1.49889 -0.54106
```

The multiplicity is 1. As for the total charge: +1. The frontier orbital gap is 8.65 eV. For the HOMO energy, the calculation gives -12.06 eV.

--- x ---
The following is a DFT calculation (ωB97M-V/def2-TZVPD) of a 2-piece molecular cluster, C4H11N2S overall.

The geometry in XYZ format:
```
18
C4H11N2S, DFT ωB97M-V/def2-TZVPD
C 1.75367 0.11829 -3.08750
C 2.11264 0.91685 -2.10089
C -1.04774 -1.64343 1.83520
C -1.32218 -0.25453 1.35117
N -1.30459 -0.21256 0.01878
N -1.37391 0.86150 2.09004
S 1.45455 0.79116 -0.37904
H 2.39572 -0.10694 -4.01025
H 1.03055 -0.57993 -2.97491
H 2.74759 1.86263 -2.27766
H -0.06454 -1.89582 1.61388
H -1.09589 -1.70508 2.91656
H -1.70411 -2.42761 1.44759
H -1.43435 -1.01281 -0.52067
H -1.03592 0.68197 -0.39866
H 1.84363 2.04446 -0.28045
H -1.39814 0.83759 3.10021
H -1.55698 1.72425 1.65657
```

The multiplicity is 1. As for the total charge: +1. The frontier orbital gap is 8.69 eV. For the HOMO energy, the calculation gives -12.21 eV.

--- y ---
The following is a DFT calculation (ωB97M-V/def2-TZVPD) of a 2-piece molecular cluster, C4H11N2S overall.

The geometry in XYZ format:
```
18
C4H11N2S, DFT ωB97M-V/def2-TZVPD
C 1.83264 -0.55340 0.56808
C 0.78244 -1.72680 1.00846
C -0.36692 0.48518 0.51058
C -1.30941 1.60138 0.51757
N -0.94938 0.02327 -1.97067
N 0.92430 0.56087 0.22099
S -0.91650 -0.99531 1.22757
H 2.56494 -0.54856 1.38123
H 2.38441 -0.83333 -0.30444
H 0.71922 -2.58276 0.29034
H 1.07370 -2.08609 1.91727
H -2.35136 1.20781 0.76349
H -1.39466 2.10481 -0.40807
H -1.18350 2.37053 1.29487
H -0.16121 -0.40411 -2.30211
H -1.25656 0.64747 -2.72686
H 1.25004 1.41061 -0.09017
H -1.64219 -0.68159 -1.89812
```

The multiplicity is 1. As for the total charge: +1. The frontier orbital gap is 10.15 eV. For the HOMO energy, the calculation gives -14.05 eV.

Which of them is most stable? Easy: y.

--- w ---
The following is a DFT calculation (ωB97M-V/def2-TZVPD) of an isolated molecule of C4H6N4.

The geometry in XYZ format:
```
14
C4H6N4, DFT ωB97M-V/def2-TZVPD
C 0.96561 0.30314 0.64033
C -0.50949 0.14411 0.84669
C -1.27835 0.02446 -0.43615
C 0.68261 -0.43821 -1.60666
H 1.38691 1.26892 2.34771
H -0.59476 -0.76138 1.48032
H -1.22650 0.93060 1.52233
H -3.06411 -0.43862 -0.95256
H 0.97398 -0.52995 -2.64207
H 2.50520 -0.75247 -0.50371
N 1.78549 0.74672 1.51146
N -2.50189 0.11213 -0.15136
N -0.69292 -0.35539 -1.53026
N 1.56823 -0.25406 -0.52608
```

The multiplicity is 1. The SMILES is [H]/N=C1/C/C(=N\[H])NC=N1. The frontier orbital gap is 8.94 eV. For the HOMO energy, the calculation gives -9.07 eV.

--- x ---
The following is a DFT calculation (ωB97M-V/def2-TZVPD) of an isolated molecule of C4H6N4.

The geometry in XYZ format:
```
14
C4H6N4, DFT ωB97M-V/def2-TZVPD
C 0.18920 -1.02221 -1.40753
C 0.22969 -0.50379 0.86495
C 0.13400 0.50857 1.70803
C -0.68251 -0.31777 -0.28947
H 0.59340 -0.25455 -2.05167
H -0.26820 -1.65621 -2.14942
H 0.90404 0.69807 2.43241
H -1.03773 2.09293 1.52608
H -0.04470 1.62021 -1.00030
H -1.55829 -0.97903 -0.30230
N 1.30416 -1.72860 -0.58378
N 1.26485 -1.35008 0.61414
N -0.28050 1.67071 0.99801
N -0.74740 1.22174 -0.35916
```

The multiplicity is 1. The SMILES is C1=C2N=NC[C@@H]2NN1. The frontier orbital gap is 8.69 eV. For the HOMO energy, the calculation gives -8.74 eV.

Which of them is most stable? Easy: w.

--- w ---
The following is a DFT calculation (ωB97M-V/def2-TZVPD) of an isolated molecule of C4H6N4.

The geometry in XYZ format:
```
14
C4H6N4, DFT ωB97M-V/def2-TZVPD
C 2.07889 -0.18504 -0.16036
C 1.29133 1.13983 0.20230
C -1.40469 -1.06971 0.03210
C -0.04061 -0.71968 -0.21740
H 2.02674 -0.06650 -1.21999
H 3.10794 -0.55746 0.34242
H 1.39740 0.99921 1.34507
H 1.81439 2.23466 0.05668
H -1.72297 2.04267 -0.28616
H -1.69163 -2.07065 -0.04886
N -0.00020 0.66398 -0.28688
N -1.24870 0.99856 0.03677
N -2.16020 0.03718 0.12142
N 1.05462 -1.35320 0.22456
```

The multiplicity is 1. The SMILES is C1=NNN2CCN=C12. The frontier orbital gap is 8.45 eV. For the HOMO energy, the calculation gives -7.72 eV.

--- x ---
The following is a DFT calculation (ωB97M-V/def2-TZVPD) of an isolated molecule of C4H6N4.

The geometry in XYZ format:
```
14
C4H6N4, DFT ωB97M-V/def2-TZVPD
C -1.80801 0.41688 -0.07673
C -0.01414 -1.29392 -0.30543
C 1.81298 -0.24869 0.29907
C 0.61443 0.75232 -0.05994
H -2.57743 -1.24580 0.34903
H -2.07235 1.47751 -0.34712
H -0.66480 -2.15363 -0.62217
H 2.65010 0.09957 -0.22759
H 2.20231 -0.47879 1.28673
H 1.31867 2.49936 0.15861
N -2.76807 -0.28709 0.27041
N -0.48336 -0.00625 -0.35984
N 1.23328 -1.49207 -0.16441
N 0.55640 1.96061 -0.20063
```

The multiplicity is 1. The SMILES is [H]/N=C\N1C=NC/C1=N\[H]. The frontier orbital gap is 10.23 eV. For the HOMO energy, the calculation gives -9.39 eV.

--- y ---
The following is a DFT calculation (ωB97M-V/def2-TZVPD) of a 2-piece molecular cluster, C4H6N4 overall.

The geometry in XYZ format:
```
14
C4H6N4, DFT ωB97M-V/def2-TZVPD
C -1.54654 0.43945 0.56802
C 0.86284 0.67251 -0.40491
C 0.81085 -0.73838 -1.02094
C 0.80127 -1.65794 -1.84711
H -0.44856 -2.16964 1.91595
H 0.36677 -0.55769 2.08921
H -2.45056 0.84664 0.25061
H -0.64765 2.38045 0.20222
H 1.31798 2.58192 -0.68213
H 0.99356 -2.41056 -2.66528
N -0.09915 -1.28672 1.32786
N -1.34391 -0.76955 0.98347
N -0.52875 1.35225 -0.06694
N 1.91185 1.31726 -0.65002
```

The multiplicity is 1. The frontier orbital gap is 9.08 eV. For the HOMO energy, the calculation gives -8.63 eV.

Which of them is most stable? Easy: x.

--- w ---
The following is a DFT calculation (ωB97M-V/def2-TZVPD) of an isolated molecule of C4H6N4.

The geometry in XYZ format:
```
14
C4H6N4, DFT ωB97M-V/def2-TZVPD
C -2.61819 -0.64953 0.15561
C -1.22208 -0.25641 -0.20506
C -0.06271 -1.07707 -0.32742
C 1.23551 -0.51798 -0.03305
H -2.58364 -1.76076 0.09986
H -2.99302 -0.24232 1.08647
H -3.18618 0.04367 -0.49104
H 0.02673 -2.14851 -0.53498
H 2.97033 -0.08857 0.08915
H -1.54764 2.00618 0.32471
N 2.33731 -1.06137 0.37316
N 1.44468 0.90477 -0.22139
N 0.38326 1.53893 0.00938
N -0.83407 1.07428 0.10818
```

The multiplicity is 1. The SMILES is [H]/N=c1/cc(C)[nH]nn1. The frontier orbital gap is 8.62 eV. For the HOMO energy, the calculation gives -8.46 eV.

--- x ---
The following is a DFT calculation (ωB97M-V/def2-TZVPD) of an isolated molecule of C4H6N4.

The geometry in XYZ format:
```
14
C4H6N4, DFT ωB97M-V/def2-TZVPD
C -0.80443 -0.42921 -0.52040
C -1.28049 2.15159 -1.39741
C -0.86829 0.86542 -0.90498
C 0.10607 -0.92008 0.52384
N 1.20423 -0.11534 0.80335
N 1.89126 0.83839 0.18961
N -0.41573 2.26254 -0.46222
N -0.02379 -2.22626 1.11655
H -1.46563 -1.10409 -1.09376
H -1.79223 2.61812 -2.20525
H 1.86803 -0.36021 1.52774
H 1.49976 1.19181 -0.70898
H -0.81789 -2.20669 1.80824
H 0.89914 -2.56599 1.32366
```

The multiplicity is 1. The frontier orbital gap (alpha / beta) is 7.37 / 7.64 eV. For the HOMO energy (alpha / beta), the calculation gives -6.61 / -6.90 eV.

Which of them is most stable? Easy: w.